(1)
C8H13N2 | ωB97M-V/def2-TZVPD

The geometry in ORCA input format:
```
! wB97M-V def2-TZVPD RIJCOSX def2/J DEFGRID3
* xyz 1 1
C -0.693 -2.439 0.675
C -1.461 -1.055 -1.262
C -1.679 -0.524 1.308
C 2.017 -0.236 -0.376
C -0.217 1.022 -0.400
C -0.465 -1.594 -0.397
C -1.085 -0.201 -0.056
C 1.994 2.194 0.050
N -1.368 -1.885 1.617
N 1.226 0.875 0.207
H -0.481 -3.511 0.782
H -1.209 -0.626 -2.343
H -2.428 -1.639 -1.342
H -1.602 0.256 2.069
H -2.772 -0.483 1.342
H 1.475 -1.197 -0.036
H 2.026 -0.145 -1.463
H -0.139 1.063 -1.460
H -0.629 2.069 -0.093
H 1.262 2.992 0.084
H 2.674 2.262 0.845
H 2.504 2.165 -0.948
H 1.053 0.638 1.199
*
```

Max |F| (eV/A): 3.96
HOMO-LUMO gap (alpha / beta) (eV): 7.0 / 8.9
ΔE to the lowest compared entry with this formula, charge and spin (kcal per mole): 182.4

=====

(2)
C8H13N2O2S | ωB97M-V/def2-TZVPD

The geometry in ORCA input format:
```
! wB97M-V def2-TZVPD RIJCOSX def2/J DEFGRID3
* xyz 1 1
C -2.609 -0.305 -0.567
N -1.360 -0.134 0.177
C -0.050 -0.006 -0.565
C -0.026 -0.659 -1.846
C 1.157 -0.914 0.324
O 2.292 -0.896 0.076
O 0.565 -1.572 1.286
C 1.374 -2.251 2.219
C 0.419 1.391 -0.437
C 1.526 1.866 -1.055
S 1.783 3.511 -0.461
C 0.239 3.332 0.531
N -0.224 2.139 0.460
H -2.568 -1.284 -0.932
H -3.460 -0.242 0.166
H -2.817 0.577 -1.241
H -1.409 0.784 0.662
H -1.442 -0.837 0.931
H -0.580 -0.173 -2.560
H -0.396 -1.607 -1.865
H 0.981 -0.562 -2.187
H 1.215 -1.827 3.173
H 2.415 -2.379 1.879
H 0.899 -3.276 2.220
H 2.259 1.227 -1.501
H -0.184 4.098 1.113
*
```

SMILES: C[NH2+][C@](C)(C(=O)OC)c1cscn1
Max |F| (eV/A): 4.77
HOMO-LUMO gap (eV): 9.8
ΔE to the lowest compared entry with this formula, charge and spin (kcal per mole): 14.2

=====

(3)
C8H13N2PS | ωB97M-V/def2-TZVPD

The geometry in ORCA input format:
```
! wB97M-V def2-TZVPD RIJCOSX def2/J DEFGRID3
* xyz 0 1
C -4.319 0.580 -0.544
C -3.272 0.885 -0.031
C -1.948 0.974 0.514
C -1.607 1.019 1.769
C -0.082 0.875 1.967
P 0.623 0.999 0.227
S 1.502 2.713 -0.095
N 1.500 -0.379 -0.236
C 2.945 -0.333 -0.167
C 0.835 -1.717 -0.032
N -0.867 0.630 -0.378
C -1.217 1.009 -1.783
H -5.351 0.613 -0.812
H -2.333 1.126 2.634
H 0.437 1.546 2.641
H 0.091 -0.122 2.538
H 3.269 0.665 -0.125
H 3.254 -0.874 0.686
H 3.152 -0.954 -0.964
H -0.187 -1.399 0.340
H 0.875 -2.177 -0.934
H 1.364 -2.202 0.732
H -1.418 2.036 -1.797
H -0.537 0.485 -2.424
H -2.148 0.625 -2.076
*
```

SMILES: C#CC1=CC[P@@](=S)(N(C)C)N1C
Max |F| (eV/A): 5.20
HOMO-LUMO gap (eV): 9.3
ΔE to the lowest compared entry with this formula, charge and spin (kcal per mole): 12.7

=====

(4)
C8H13N3O2 | ωB97M-V/def2-TZVPD

The geometry in ORCA input format:
```
! wB97M-V def2-TZVPD RIJCOSX def2/J DEFGRID3
* xyz 0 1
C -1.244 0.872 -3.599
C -0.157 1.168 -2.529
C -0.430 0.251 -1.325
C 0.687 0.166 -0.314
O 0.481 -1.111 0.392
C 0.982 -1.053 1.720
C 1.018 -2.410 2.434
C 2.363 -0.565 1.756
N 3.389 -0.198 2.100
N 0.205 -0.166 2.656
N -0.754 0.388 2.134
C -1.665 1.319 2.358
O -2.838 1.243 2.564
H -2.028 0.559 -2.988
H -1.554 1.730 -4.105
H -0.976 0.098 -4.459
H 0.796 1.082 -2.997
H -0.565 2.164 -2.294
H -1.463 0.381 -1.063
H -0.441 -0.800 -1.832
H 1.670 0.092 -0.862
H 0.570 1.025 0.252
H 0.108 -3.025 2.242
H 1.132 -2.468 3.523
H 1.840 -3.027 2.181
H -1.124 2.287 2.054
*
```

SMILES: CCCCO[C@@](C)(C#N)/N=N/C=O
Max |F| (eV/A): 4.61
HOMO-LUMO gap (eV): 9.3
ΔE to the lowest compared entry with this formula, charge and spin (kcal per mole): 99.1

=====

(5)
C8H13N4 | ωB97M-V/def2-TZVPD

The geometry in ORCA input format:
```
! wB97M-V def2-TZVPD RIJCOSX def2/J DEFGRID3
* xyz 1 1
C 2.030 0.533 1.388
C 2.294 -0.317 0.198
C 3.512 0.092 -0.582
N 1.059 -0.446 -0.718
C -0.075 -1.014 0.014
C -1.136 -0.182 0.163
N -1.082 0.995 -0.543
C -2.255 1.599 -0.517
N -3.195 1.002 0.223
C -2.445 -0.277 0.833
C -3.594 -0.307 0.089
N -4.690 -0.974 -0.340
H 2.936 0.475 1.966
H 1.891 1.564 1.066
H 1.199 0.276 2.108
H 2.469 -1.343 0.595
H 3.790 1.110 -0.618
H 3.247 -0.310 -1.630
H 4.492 -0.260 -0.358
H 1.220 -1.023 -1.550
H 0.854 0.469 -1.049
H 0.155 -1.926 0.475
H -2.395 2.542 -0.952
H -4.736 -1.880 0.021
H -5.544 -0.400 -0.282
*
```

SMILES: CC(C)[NH2+]/C=c1\ncn2c1=C2N
Max |F| (eV/A): 3.67
HOMO-LUMO gap (eV): 8.3
ΔE to the lowest compared entry with this formula, charge and spin (kcal per mole): 118.8

=====

(6)
C8H13N5S3SbSr | ωB97M-V/def2-TZVPD

The geometry in ORCA input format:
```
! wB97M-V def2-TZVPD RIJCOSX def2/J DEFGRID3
* xyz 0 2
Sr 0.366 -0.446 -0.952
S 1.776 -2.287 -2.879
Sb 2.289 -2.929 -0.700
S 0.156 -3.216 0.255
S 3.070 -0.939 0.279
N -1.299 1.449 -0.805
C -1.689 2.465 -0.380
N -2.182 3.558 0.092
C -2.550 3.464 1.353
N -2.872 3.364 2.466
C 0.297 -0.656 4.314
C 0.696 -0.909 2.840
N -0.031 0.007 1.954
C -1.474 -0.202 2.110
C -1.920 0.104 3.556
N -0.692 0.475 4.334
C -0.062 1.709 3.762
C 0.340 1.380 2.309
H 1.138 -0.352 4.935
H -0.189 -1.516 4.772
H 0.466 -1.928 2.534
H 1.764 -0.767 2.680
H -1.693 -1.237 1.844
H -2.001 0.454 1.421
H -2.359 -0.761 4.051
H -2.606 0.949 3.612
H -0.965 0.668 5.294
H 0.791 1.951 4.395
H -0.799 2.511 3.815
H 1.418 1.477 2.177
H -0.142 2.077 1.643
*
```

⟨S²⟩: 0.76
Max |F| (eV/A): 0.45
HOMO-LUMO gap (alpha / beta) (eV): 7.0 / 5.4
ΔE to the lowest compared entry with this formula, charge and spin (kcal per mole): 0.0

=====

(7)
C8H13NO | ωB97M-V/def2-TZVPD

The geometry in ORCA input format:
```
! wB97M-V def2-TZVPD RIJCOSX def2/J DEFGRID3
* xyz 0 1
C 0.851 -0.528 -0.251
C 0.988 -0.566 1.236
C -1.578 1.091 -1.019
C -0.028 -1.548 -0.884
C 1.948 0.051 -1.077
C -0.252 0.144 1.771
C -0.380 1.443 1.134
O -0.298 1.233 -0.399
C -1.394 -0.619 2.020
N -2.332 -1.280 2.236
H 1.007 -1.605 1.573
H 1.911 -0.077 1.560
H -2.104 2.048 -0.989
H -2.179 0.329 -0.517
H -1.418 0.816 -2.062
H -0.345 -1.269 -1.889
H 0.574 -2.462 -0.979
H -0.895 -1.790 -0.271
H 1.649 0.244 -2.106
H 2.759 -0.691 -1.088
H 2.343 0.964 -0.638
H -1.306 1.972 1.353
H 0.478 2.100 1.286
*
```

Max |F| (eV/A): 0.74
HOMO-LUMO gap (alpha / beta) (eV): 6.6 / 6.6
ΔE to the lowest compared entry with this formula, charge and spin (kcal per mole): 91.1

=====

(8)
C8H13NO | ωB97M-V/def2-TZVPD

The geometry in ORCA input format:
```
! wB97M-V def2-TZVPD RIJCOSX def2/J DEFGRID3
* xyz 0 1
C -1.430 -0.119 -2.814
C -0.379 -0.895 -1.778
C -0.284 0.106 -0.446
C 0.753 1.408 -0.547
C 0.769 2.401 0.789
C -0.228 2.012 2.073
N -1.135 0.786 2.064
C -1.216 -0.188 0.870
H -0.892 0.910 -3.088
H -1.710 -0.757 -3.754
H -2.374 0.152 -2.136
H -0.768 -1.939 -1.419
H 0.712 -0.979 -2.235
H 1.408 1.625 -1.520
H 1.462 3.367 0.786
H -0.232 2.717 3.008
H -1.796 0.542 2.862
H -1.948 -1.127 0.858
C 1.860 -2.039 1.269
O 1.968 -3.226 0.692
H 1.854 -2.011 2.372
H 2.647 -1.297 1.051
H 0.956 -1.448 1.045
*
```

Max |F| (eV/A): 4.85
HOMO-LUMO gap (eV): 3.8
ΔE to the lowest compared entry with this formula, charge and spin (kcal per mole): 297.7

=====

(9)
C8H13NO2 | ωB97M-V/def2-TZVPD

The geometry in ORCA input format:
```
! wB97M-V def2-TZVPD RIJCOSX def2/J DEFGRID3
* xyz 0 1
C -2.096 1.888 1.306
C -2.788 1.020 0.818
C -3.715 0.032 0.365
N -3.373 -1.009 -0.309
O -4.471 -1.816 -0.502
H -1.509 2.713 1.691
H -4.767 0.164 0.593
H -4.113 -2.584 -0.956
C 3.424 -1.003 1.253
C 2.203 -1.429 0.926
C 1.666 -1.264 -0.473
O 2.147 -0.104 -1.123
C 1.610 1.117 -0.649
C 0.246 1.460 -1.208
H 4.093 -0.600 0.486
H 3.765 -0.989 2.287
H 1.560 -1.885 1.679
H 0.554 -1.235 -0.440
H 1.926 -2.133 -1.115
H 1.583 1.089 0.467
H 2.338 1.868 -0.987
H -0.518 0.734 -0.941
H -0.035 2.469 -0.879
H 0.269 1.496 -2.289
*
```

SMILES: C#C/C=N/O.C=CCOCC
Max |F| (eV/A): 1.27
HOMO-LUMO gap (eV): 10.0
ΔE to the lowest compared entry with this formula, charge and spin (kcal per mole): 130.1

=====

(10)
C8H13NO3S2 | ωB97M-V/def2-TZVPD

The geometry in ORCA input format:
```
! wB97M-V def2-TZVPD RIJCOSX def2/J DEFGRID3
* xyz 0 1
C 0.492 -1.585 -2.625
C 1.409 -1.830 -1.687
C 1.168 0.700 1.474
C -0.934 -1.307 -2.086
C 1.210 -1.600 -0.240
C -0.924 -0.651 -0.721
C -0.241 -1.596 0.237
C -1.245 3.187 1.057
N 1.776 1.314 2.301
O 0.694 4.135 -0.483
O 0.484 -1.647 2.848
O -1.323 -0.084 2.275
S -0.066 2.916 -0.374
S -0.114 -0.688 1.889
H 0.557 -1.697 -3.661
H 2.342 -2.018 -2.080
H -1.563 -0.818 -2.896
H -1.481 -2.332 -2.161
H 1.675 -2.376 0.460
H 1.694 -0.634 -0.227
H -0.471 0.384 -0.859
H -1.824 -0.380 -0.265
H -0.633 -2.485 0.587
H -0.809 3.804 1.690
H -1.610 2.331 1.487
H -2.103 3.609 0.750
H 1.842 1.345 3.311
*
```

Max |F| (eV/A): 6.01
HOMO-LUMO gap (alpha / beta) (eV): 7.3 / 7.6
ΔE to the lowest compared entry with this formula, charge and spin (kcal per mole): 131.2

=====

(11)
C8H13NOS | ωB97M-V/def2-TZVPD

The geometry in ORCA input format:
```
! wB97M-V def2-TZVPD RIJCOSX def2/J DEFGRID3
* xyz 0 1
O 2.787 -2.178 0.255
C 2.342 -1.264 -0.378
C 1.033 -0.562 -0.098
C 0.598 -0.707 1.364
C -0.773 -0.039 1.541
C -1.174 0.633 0.226
C -1.354 -0.435 -0.852
C -0.027 -1.192 -1.023
C -0.065 1.587 -0.212
N 1.161 0.838 -0.478
S 2.603 1.574 0.076
H 2.853 -0.880 -1.282
H 1.352 -0.228 1.992
H 0.573 -1.764 1.627
H -1.531 -0.775 1.815
H -0.735 0.707 2.337
H -2.101 1.197 0.358
H -1.644 0.040 -1.790
H -2.152 -1.120 -0.563
H -0.133 -2.245 -0.760
H 0.322 -1.134 -2.055
H -0.348 2.106 -1.137
H 0.102 2.345 0.561
H 3.051 1.944 -1.135
*
```

SMILES: O=C[C@]12CC[C@H](CC1)CN2S
Max |F| (eV/A): 0.65
HOMO-LUMO gap (eV): 9.7
ΔE to the lowest compared entry with this formula, charge and spin (kcal per mole): 0.0

=====

(12)
C8H13OPS | ωB97M-V/def2-TZVPD

The geometry in ORCA input format:
```
! wB97M-V def2-TZVPD RIJCOSX def2/J DEFGRID3
* xyz 0 1
C 0.530 -0.788 0.813
C 0.711 1.405 -0.530
C 1.811 -0.395 0.536
C 1.888 0.853 -0.166
C 3.025 -1.066 1.078
C 3.234 1.527 -0.443
C -3.764 -1.199 0.234
C -3.588 0.249 -1.548
O -3.779 0.079 -0.299
P -0.541 0.229 -0.122
S -1.850 0.907 1.358
H 0.189 -1.585 1.363
H 0.454 2.315 -1.098
H 2.646 -2.137 1.044
H 3.336 -0.660 1.993
H 3.822 -0.951 0.333
H 3.466 2.395 0.194
H 2.934 2.172 -1.369
H 4.123 0.927 -0.531
H -3.833 -1.166 1.422
H -2.902 -1.821 -0.001
H -4.620 -1.822 -0.128
H -3.932 1.133 -2.019
H -3.359 -0.602 -2.113
*
```

Max |F| (eV/A): 3.83
HOMO-LUMO gap (alpha / beta) (eV): 8.2 / 5.8
ΔE to the lowest compared entry with this formula, charge and spin (kcal per mole): 123.2